Record 1
Here is C4H9N2 as an isolated structure at a distorted geometry from the OMol25 dataset. Energies are from the ωB97M-V functional and the def2-TZVPD basis.

```
15
Properties=species:S:1:pos:R:3:forces:R:3
C -1.30227 1.16854 0.21161 -1.804 1.423 -0.630
C 0.49794 0.71188 0.79325 -0.038 1.600 -2.280
C 1.66588 0.93313 -0.11475 3.364 -1.664 0.274
C -1.02727 -3.17150 -0.88770 1.899 5.202 -0.009
N -0.74321 0.02158 0.29130 1.264 -1.708 0.296
N -0.26625 1.97503 0.63056 -2.676 0.252 0.152
H -2.37520 1.39890 -0.14798 1.997 -0.115 0.664
H 0.87812 0.52123 1.73230 -0.148 -0.834 2.350
H 1.95688 0.14150 -0.80494 -0.437 -0.419 0.110
H 2.66385 1.09998 0.44258 -1.746 -0.124 -0.423
H 1.52063 1.78287 -0.70147 -0.288 1.282 -0.997
H -1.88357 -3.32220 -1.41561 -2.452 -0.154 -1.531
H -0.53074 -2.12831 -0.78184 -0.995 -1.642 -0.342
H -0.62442 -3.95193 -0.41054 1.562 -2.955 1.969
H -0.43037 2.81929 1.16324 0.498 -0.145 0.396
```
Forces are in eV/Å.

Properties
Charge: +1
Orbital gap (spin up / spin down): 6.27 / 3.66 eV
E_HOMO (spin up / spin down): -0.505 / -0.463 Eh

---

Record 2
Here is a 2-piece molecular cluster, C4H9N2 overall at a distorted geometry from the OMol25 dataset. Energies are from the ωB97M-V functional and the def2-TZVPD basis.

```
15
Properties=species:S:1:pos:R:3:forces:R:3
C -2.04116 -0.30828 -0.00284 2.670 -2.981 -0.118
C 2.42476 0.27424 -0.34643 -1.624 -1.317 1.176
C 0.04571 -1.02546 -0.01472 -0.348 3.356 -1.817
C 1.12684 -0.15320 0.47387 0.701 1.618 -0.721
N -2.74412 0.74058 -0.12444 -2.953 -1.347 -0.662
N 1.40841 1.20950 -0.10538 -0.503 -0.369 0.127
H -2.48906 -1.33966 -0.17102 -0.150 1.688 0.081
H -0.06998 -1.96664 0.44452 -0.476 -0.854 0.620
H 3.28571 -0.04407 0.20752 0.594 0.990 0.644
H 2.46962 0.01208 -1.33129 0.188 -0.952 -2.552
H 0.04038 -1.01018 -1.11779 -0.460 -0.259 0.543
H 1.49646 -0.27523 1.45580 -0.333 -0.224 1.194
H -3.79709 0.64694 -0.39629 2.331 0.424 0.703
H 1.61046 2.03193 0.45391 -0.160 -0.593 0.759
H -2.41794 1.66206 0.05818 0.525 0.821 0.024
```
Forces are in eV/Å.

Properties
Charge: +1
Orbital gap: 9.20 eV
E_HOMO: -0.504 Eh

---

Record 3
Here is an isolated ion of composition C4H9N2 and charge +1 at a distorted geometry from the OMol25 dataset. Energies are from the ωB97M-V functional and the def2-TZVPD basis.

```
15
Properties=species:S:1:pos:R:3:forces:R:3
C -2.13901 -0.06169 -0.00708 0.142 -0.190 -2.197
N -0.72038 0.16568 -0.05262 3.350 -3.068 1.544
C 0.06742 1.05801 -0.53903 -1.722 3.336 -1.001
N 1.36762 0.98176 -0.36025 -0.128 1.501 -0.623
C 1.74571 -0.31764 0.19034 1.727 -1.121 -2.296
C 0.46545 -1.10874 0.50745 -2.388 3.846 1.011
H -2.33462 -1.00231 -0.54483 -0.195 0.539 -0.233
H -2.53316 -0.22853 0.94753 -0.048 0.104 1.787
H -2.64173 0.80011 -0.44915 -0.111 -0.256 -0.147
H -0.31631 2.00692 -1.08390 0.383 -1.733 1.068
H 1.97085 1.84731 -0.56944 -1.023 -2.410 0.483
H 2.26697 -0.12526 1.09492 0.879 -0.272 0.650
H 2.44214 -0.77212 -0.68179 -1.538 0.375 2.492
H 0.16605 -1.94088 -0.04180 0.011 -1.264 -1.308
H 0.19302 -1.30262 1.58965 0.661 0.614 -1.231
```
Forces are in eV/Å.

Properties
SMILES: CN1C=[NH+]CC1
Charge: +1
Orbital gap: 11.18 eV
E_HOMO: -0.524 Eh

---

Record 4
Here is an isolated ion of composition C4H9N2 and charge +1 at a distorted geometry from the OMol25 dataset. Energies are from the ωB97M-V functional and the def2-TZVPD basis.

```
15
Properties=species:S:1:pos:R:3:forces:R:3
C 2.36638 -0.70059 -0.15576 -3.321 0.744 0.712
N 1.19790 -0.39354 0.22125 -0.815 -0.199 0.314
C 0.63646 0.93232 0.42811 0.397 0.710 -0.614
C -0.72857 0.90716 -0.34754 -0.381 3.448 1.865
N -1.67760 -0.05735 0.18986 -1.671 1.533 2.729
C -1.70175 -1.28698 -0.04428 2.251 1.554 -1.765
H 2.47049 -1.65930 -0.49973 0.636 -2.562 -0.371
H 3.14026 -0.06177 -0.27703 2.518 2.346 -0.238
H 1.21029 1.74558 -0.15239 -0.589 -0.920 1.214
H 0.45734 1.24055 1.51723 0.520 -0.636 -1.501
H -1.15607 2.01467 -0.26109 0.511 -2.569 -0.245
H -0.55421 0.69742 -1.35990 0.171 -0.426 -1.378
H -2.33046 0.21355 1.01035 1.532 0.037 -1.783
H -2.25376 -1.89856 0.50081 -2.762 -2.550 2.382
H -1.07669 -1.69315 -0.76989 1.004 -0.510 -1.321
```
Forces are in eV/Å.

Properties
SMILES: C=NCC[NH+]=C
Charge: +1
Orbital gap: 8.91 eV
E_HOMO: -0.503 Eh

---

Record 5
Here is C4H9N2 as an isolated structure at a distorted geometry from the OMol25 dataset. Energies are from the ωB97M-V functional and the def2-TZVPD basis.

```
15
Properties=species:S:1:pos:R:3:forces:R:3
C -0.58589 -0.91190 1.28026 -2.104 -0.699 -1.454
C -1.07736 1.15772 0.17841 4.188 -4.599 -1.530
C -0.72573 -0.95898 -0.26093 3.173 0.621 2.306
C 0.16207 0.13112 -0.83856 -2.181 2.064 -1.216
N -1.57028 -0.13491 0.50581 -2.139 0.057 1.601
N 1.66700 0.27441 -0.62904 -0.723 -1.328 -0.099
H -1.12417 -1.71059 1.82512 0.883 0.538 -0.237
H 0.23911 -0.40900 1.74649 0.213 0.186 0.229
H -0.52481 1.59466 0.92736 0.501 1.737 1.725
H -1.52699 1.65995 -0.57205 -1.826 1.905 -1.801
H -1.00062 -1.84870 -0.71881 -0.559 -1.312 -1.023
H -0.05355 0.26016 -1.91492 0.354 0.208 0.575
H 2.08995 1.10927 -0.98825 -0.209 0.967 -0.260
H 2.30563 -0.46624 -0.89177 -0.149 -0.837 -0.734
H 1.72563 0.25302 0.35086 0.578 0.492 1.918
```
Forces are in eV/Å.

Properties
Charge: +1
Orbital gap: 9.66 eV
E_HOMO: -0.494 Eh

---

Record 6
Here is a 2-piece molecular cluster, C4H9N2 overall at a distorted geometry from the OMol25 dataset. Energies are from the ωB97M-V functional and the def2-TZVPD basis.

```
15
Properties=species:S:1:pos:R:3:forces:R:3
C -1.30797 -1.45615 1.15001 -3.555 3.179 1.842
C -0.81057 -2.29771 0.50425 1.254 -2.502 -0.569
C -0.35439 1.45914 -1.14615 -4.280 -1.326 0.451
C 1.40709 0.33262 0.87165 -2.216 1.149 -0.053
N -0.01322 0.05704 -1.00026 1.006 -0.962 -1.465
N 0.62169 -0.46203 -0.08482 1.338 0.159 -1.100
H -2.01997 -0.68766 1.49393 1.000 -0.880 0.026
H -0.30123 -0.62986 -1.79725 0.297 1.400 1.855
H -0.20458 -3.06694 0.13130 0.258 -0.594 -0.488
H -1.51749 1.36077 -1.26859 1.825 0.551 0.164
H -0.04105 1.89869 -2.05544 0.938 0.484 -0.640
H -0.23074 1.94739 -0.20169 0.558 0.614 0.082
H 1.79511 1.24448 0.43055 0.118 0.020 -0.200
H 2.14203 -0.31638 1.20314 1.595 -1.157 0.494
H 0.83529 0.61661 1.76936 -0.136 -0.135 -0.399
```
Forces are in eV/Å.

Properties
Charge: +1
Orbital gap: 9.00 eV
E_HOMO: -0.525 Eh

---

Record 7
Here is a 2-piece molecular cluster, C4H9N2 overall at a distorted geometry from the OMol25 dataset. Energies are from the ωB97M-V functional and the def2-TZVPD basis.

```
15
Properties=species:S:1:pos:R:3:forces:R:3
C 3.37117 -0.43076 -0.49556 -1.054 -3.720 -0.406
C -2.65361 -1.08326 0.18040 -0.848 1.666 -1.337
C -1.88006 -0.36013 -0.63824 0.223 -1.938 -0.857
C -0.52858 1.14249 0.79155 -0.180 -1.241 0.845
N 2.28817 -0.54600 0.15904 0.460 1.809 0.085
N -0.98390 0.73062 -0.29848 -2.012 -0.185 -2.468
H 3.98287 -1.29915 -0.92860 -0.564 1.033 1.198
H 3.58121 0.49000 -0.89454 0.768 2.336 -0.770
H -2.96216 -0.76366 1.13078 0.486 0.321 1.686
H -3.45004 -1.71080 -0.21593 0.831 -0.475 -0.426
H -1.83676 -0.67826 -1.71700 0.249 0.814 1.231
H -0.67299 0.53614 1.66842 0.195 0.107 0.379
H 2.05449 -1.42529 0.55324 0.200 -1.381 -0.068
H -0.06640 2.07274 0.72751 1.028 1.342 0.598
H -0.88236 1.37383 -1.09742 0.217 -0.488 0.311
```
Forces are in eV/Å.

Properties
Charge: +1
Orbital gap: 8.07 eV
E_HOMO: -0.491 Eh

---

Record 8
Here is an isolated ion of composition C4H9N2 and charge +1 at a distorted geometry from the OMol25 dataset. Energies are from the ωB97M-V functional and the def2-TZVPD basis.

```
15
Properties=species:S:1:pos:R:3:forces:R:3
C -0.54293 -0.88658 1.11958 0.237 -0.342 0.656
C 1.79672 -1.22946 0.82822 -1.126 1.971 0.037
C -0.04642 0.89263 -0.53325 -1.009 0.225 -1.738
C -0.89224 1.61310 -1.61537 0.024 -0.703 1.006
N 0.55526 -1.64350 1.10759 2.950 -1.843 0.010
N -0.64774 0.24274 0.43399 -2.110 2.372 -0.789
H -1.30711 -1.03653 1.82554 -0.698 -0.702 0.572
H 2.74920 -1.75176 0.66958 -1.097 -0.421 0.258
H 1.77822 -0.14330 0.90282 0.904 -0.189 -0.457
H 0.88902 0.54241 -0.86287 1.302 -0.176 0.029
H -0.33541 1.53434 -2.52646 0.330 -0.165 -0.559
H -1.09098 2.66614 -1.51154 0.137 0.484 0.585
H -1.86749 1.12660 -1.77771 0.355 -0.021 0.210
H 0.52951 -2.63810 1.35803 -0.854 0.373 -0.018
H -1.56761 0.71128 0.58185 0.657 -0.861 0.199
```
Forces are in eV/Å.

Properties
Charge: +1
Orbital gap (spin up / spin down): 7.46 / 7.63 eV
E_HOMO (spin up / spin down): -0.453 / -0.453 Eh

---

Energy: -7260.722; -7262.611; -7266.141; -7265.038; -7263.444; -7262.156; -7264.412; -7264.423 (eV)
ΔE to the lowest compared entry with this formula, charge and spin: 171.1; 127.5; 46.1; 71.6; 108.3; 138.0; 86.0; 85.8 (kcal/mol)